Entry 1:
The following is a DFT calculation (wB97M-V/def2-TZVPD) of a molecular structure, C10H18ClIN2OPPt.

XYZ file:
```
35
Properties=species:S:1:pos:R:3:mulliken_charge:R:1
C 3.266 -0.990 -1.374 -1.29
I 5.310 0.113 -1.953 0.44
H 2.929 -1.800 -2.014 0.54
H 3.868 -1.341 -0.501 0.51
H 3.566 -0.096 -2.104 0.43
Pt -1.374 0.451 -0.194 0.62
P -0.821 0.458 -2.292 0.58
C 0.727 0.974 -3.092 -1.12
C -1.294 -1.064 -3.252 -1.10
H -2.921 1.375 -3.090 0.45
H -1.483 2.196 -3.861 0.39
H -1.993 2.586 -2.153 0.41
C -1.918 1.801 -2.927 -1.22
H -2.311 -1.366 -2.944 0.40
H -1.261 -0.872 -4.343 0.40
H 0.492 1.244 -4.135 0.58
H 1.465 0.158 -3.073 0.16
H -0.556 -1.846 -3.004 0.36
H 1.078 1.862 -2.553 0.42
C 1.998 -0.281 -0.857 0.52
O 1.840 0.449 0.067 -0.26
Cl -3.623 0.145 -0.332 -0.35
N -0.119 -0.319 5.869 -0.25
C -0.409 -0.312 4.546 1.31
C 0.463 -0.939 3.628 -0.62
C 0.126 -0.981 2.266 -0.29
N -0.971 -0.312 1.778 -0.44
C -1.783 0.300 2.654 0.01
C -1.591 0.277 4.030 -0.78
H 0.724 -0.761 6.227 0.28
H -0.743 0.066 6.557 0.28
H 1.410 -1.370 3.966 0.34
H 0.829 -1.447 1.569 0.48
H -2.604 0.863 2.210 0.46
H -2.316 0.779 4.683 0.37
```

F_max in eV/A: 4.39
Highest occupied orbital energy (spin up / spin down) in eV: -17.5593 / -18.3724
2S+1: 5
HOMO-LUMO gap (spin up / spin down) in Ha: 0.19734 / 0.17840
⟨S²⟩: 6.075
Net charge: +3

Entry 2:
The following is a DFT calculation (wB97M-V/def2-TZVPD) of C4H6N2 in the gas phase.

XYZ file:
```
12
Properties=species:S:1:pos:R:3:mulliken_charge:R:1
C -1.685 0.952 -0.060 -0.92
C -0.828 -0.233 0.227 0.05
N 0.007 -0.600 -0.653 -0.44
C 1.253 -1.134 -0.139 -0.38
C 2.100 0.079 -0.178 0.34
N 2.604 1.118 -0.236 -0.39
H -1.344 1.364 -1.012 0.29
H -2.764 0.800 -0.056 0.32
H -1.429 1.671 0.730 0.26
H -0.787 -0.613 1.262 0.32
H 1.670 -1.906 -0.786 0.28
H 1.203 -1.498 0.901 0.29
```

F_max in eV/A: 1.16
Highest occupied orbital energy in eV: -10.1924
HOMO-LUMO gap in Ha: 0.40802
ΔE to the lowest compared entry with this formula, charge and spin in kJ/mol: 157.49
Net charge: 0

Entry 3:
The following is a DFT calculation (wB97M-V/def2-TZVPD) of 16 unconnected molecules or ions with the total composition C21H74N22O21.

XYZ file:
```
138
Properties=species:S:1:pos:R:3:mulliken_charge:R:1
C -0.391 -0.027 -5.828 0.46
O -0.621 -0.104 -7.078 -0.78
N 0.791 0.116 -5.263 -0.08
N -1.426 0.063 -5.011 0.12
H 1.561 0.309 -5.888 0.26
H 0.835 0.384 -4.290 0.03
H -2.370 0.018 -5.366 0.24
H -1.427 -0.528 -4.191 -0.13
C 3.575 -1.726 -2.807 0.42
O 2.360 -1.689 -2.572 0.20
N 4.043 -1.592 -4.022 -0.48
N 4.492 -2.180 -2.012 -0.23
H 3.308 -1.595 -4.714 0.23
H 4.985 -1.847 -4.283 0.14
H 5.386 -2.118 -2.476 0.15
H 4.267 -2.375 -1.046 0.11
C -1.549 4.573 1.374 0.37
O -0.834 3.856 1.963 -0.72
N -1.306 4.985 0.162 -0.31
N -2.746 4.938 1.754 -0.28
H -1.644 5.893 -0.125 0.22
H -0.421 4.700 -0.232 0.06
H -2.968 4.497 2.636 0.19
H -3.384 5.626 1.381 0.17
C -0.467 -3.799 -4.591 0.60
O -1.496 -4.327 -4.148 -0.80
N 0.322 -4.322 -5.514 -0.48
N 0.092 -2.775 -4.104 0.68
H 0.210 -5.326 -5.486 0.28
H 1.106 -3.776 -5.842 0.14
H 1.013 -2.477 -4.389 -0.19
H -0.581 -2.239 -3.574 -0.24
C 4.183 -1.719 1.649 0.36
O 3.482 -2.146 0.770 -0.50
N 4.618 -2.456 2.641 -0.43
N 4.414 -0.461 1.781 -0.18
H 4.907 -1.918 3.446 0.21
H 4.332 -3.418 2.524 0.25
H 4.810 -0.089 2.632 0.19
H 4.059 0.177 1.084 0.05
C -3.592 2.532 -2.372 0.37
O -3.488 1.679 -1.491 -0.56
N -4.196 2.331 -3.513 -0.43
N -3.042 3.781 -2.325 -0.29
H -4.823 1.543 -3.586 0.27
H -3.788 2.768 -4.328 0.18
H -3.267 4.469 -3.030 0.23
H -2.468 3.872 -1.499 0.12
C -3.108 -1.900 -2.644 -0.15
O -2.021 -1.575 -3.036 -0.09
N -3.459 -3.150 -2.424 -0.21
N -4.104 -1.107 -2.263 -0.31
H -2.931 -3.870 -2.897 0.34
H -4.426 -3.369 -2.235 0.20
H -3.982 -0.118 -2.100 -0.25
H -4.843 -1.591 -1.774 0.20
C 3.211 2.879 0.032 0.37
O 4.217 3.558 -0.283 -0.83
N 2.060 3.292 0.465 0.45
N 3.146 1.656 -0.165 -0.06
H 1.213 2.747 0.395 -0.55
H 2.043 4.243 0.806 0.21
H 3.818 1.225 -0.784 0.13
H 2.316 1.146 0.103 -0.41
C -4.660 0.875 1.787 0.46
O -5.294 0.434 2.702 -0.75
N -4.135 0.118 0.871 0.01
N -4.391 2.178 1.634 -0.14
H -3.843 0.581 0.023 0.27
H -4.361 -0.863 0.959 0.13
H -4.848 2.746 2.333 0.23
H -3.539 2.427 1.151 0.06
C 2.048 -5.125 -0.928 0.61
O 1.678 -6.148 -1.400 -0.72
N 3.124 -4.887 -0.255 -0.20
N 1.245 -4.065 -1.092 0.31
H 3.667 -5.689 0.030 0.23
H 3.384 -4.043 0.234 0.14
H 0.645 -4.301 -1.869 0.01
H 1.700 -3.167 -1.017 -0.42
C 0.359 4.463 -3.466 0.52
O 0.382 5.621 -3.946 -0.79
N -0.490 3.519 -3.850 -0.02
N 1.234 4.146 -2.586 -0.15
H -0.774 2.717 -3.306 -0.07
H -1.102 3.808 -4.600 0.21
H 1.157 3.181 -2.301 -0.02
H 1.835 4.833 -2.154 0.18
C 0.279 -0.274 0.504 -0.47
C -0.216 0.189 -0.887 0.72
O 0.675 0.817 -1.743 0.46
O 0.741 0.737 1.325 2.41
H 0.941 -1.140 0.520 -0.92
H -0.642 -0.561 1.011 0.86
H -0.981 0.913 -0.607 0.13
H -0.756 -0.661 -1.304 -0.71
H 1.170 0.046 -2.029 -0.34
H 0.023 1.129 1.827 -0.68
C 2.394 2.491 4.024 0.39
C 2.645 2.712 5.545 -0.75
O 4.081 2.710 5.723 -0.55
O 2.831 1.173 3.607 -0.36
H 2.925 3.192 3.380 0.33
H 1.382 2.842 3.822 -0.37
H 2.120 1.957 6.131 0.27
H 2.249 3.675 5.867 0.37
H 4.420 3.510 5.316 0.33
H 2.238 0.776 2.965 -0.07
C -1.601 -3.544 0.402 -0.26
C -2.164 -4.971 0.165 -0.98
O -1.474 -5.709 -0.845 -0.54
O -0.295 -3.582 1.153 -0.66
H -2.276 -3.039 1.094 0.52
H -1.490 -3.102 -0.588 0.10
H -3.203 -4.905 -0.157 0.38
H -2.162 -5.592 1.061 0.39
H -0.551 -5.693 -0.581 0.32
H 0.326 -3.846 0.470 0.22
C -2.884 2.176 5.050 -0.83
C -1.439 1.679 4.872 -0.25
O -1.045 1.676 3.525 -0.17
O -3.310 3.402 4.411 -0.58
H -3.080 2.474 6.080 0.43
H -3.616 1.369 5.020 0.39
H -1.342 0.676 5.288 0.19
H -0.771 2.264 5.504 0.37
H -0.864 2.551 3.174 -0.06
H -4.255 3.564 4.460 0.30
C 1.371 -1.905 3.965 0.95
C 1.254 -1.369 5.395 0.13
O 0.559 -2.292 6.275 -0.58
O 0.128 -2.317 3.455 -0.42
H 2.137 -2.664 3.811 0.36
H 1.768 -1.049 3.419 -0.41
H 0.635 -0.494 5.198 -0.64
H 2.150 -0.991 5.887 0.35
H -0.255 -1.850 6.527 0.34
H 0.206 -2.654 2.559 0.28
```

F_max in eV/A: 9.11
Highest occupied orbital energy in eV: -9.2026
HOMO-LUMO gap in Ha: 0.33336
Net charge: 0

Entry 4:
The following is a DFT calculation (wB97M-V/def2-TZVPD) of a gas-phase ion, C24H32N3O6S2 (charge +1).

XYZ file:
```
67
Properties=species:S:1:pos:R:3:mulliken_charge:R:1
C -4.055 -3.233 -2.267 -1.09
C -4.824 -1.983 -1.867 -0.29
H -5.802 -2.243 -1.460 0.36
H -4.938 -1.311 -2.723 0.33
O -4.169 -1.271 -0.806 -0.32
C -3.265 -0.356 -1.134 0.15
O -2.930 -0.078 -2.258 -0.66
C -2.739 0.341 0.067 0.49
C -2.854 -0.131 1.352 -0.03
N -3.192 -1.421 1.735 -0.01
C -2.425 -2.516 1.382 -0.14
O -2.796 -3.646 1.532 -0.60
C -1.109 -2.044 0.826 0.30
C -0.254 -1.337 1.669 -1.27
C 0.735 -0.540 1.127 -0.05
C 0.870 -0.474 -0.249 0.57
C 0.135 -1.292 -1.084 -0.34
C -0.854 -2.096 -0.538 -1.10
H -1.469 -2.710 -1.175 0.75
H 0.283 -1.240 -2.150 0.55
S 1.806 0.890 -0.940 1.46
O 1.741 1.932 0.091 -1.20
O 1.172 1.266 -2.170 -0.80
N 3.381 0.578 -1.228 0.20
C 3.683 -0.133 -2.454 -0.94
H 3.677 -1.215 -2.313 0.33
H 2.939 0.161 -3.190 0.37
H 4.669 0.175 -2.798 0.35
C 4.250 0.382 -0.090 -1.37
H 3.929 1.103 0.664 0.28
C 4.233 -1.039 0.512 1.15
H 3.194 -1.310 0.747 -0.10
C 5.137 -1.128 1.753 -0.86
H 4.712 -1.828 2.473 0.37
H 5.270 -0.163 2.236 0.42
C 6.435 -1.692 1.177 -0.64
H 7.043 -0.896 0.748 0.23
C 5.903 -2.609 0.081 -0.58
H 5.636 -3.592 0.489 0.28
O 4.730 -1.980 -0.423 -0.45
H 6.594 -2.746 -0.752 0.36
H 7.026 -2.230 1.913 0.44
H 5.267 0.624 -0.409 0.44
H 1.353 0.084 1.754 0.61
H -0.403 -1.368 2.738 0.55
H -4.094 -1.613 2.155 0.25
S -2.208 1.008 2.508 -0.23
C -1.735 2.072 1.226 0.46
C -2.075 1.599 -0.003 -0.05
C -1.700 2.322 -1.253 -0.22
C -1.169 3.718 -0.940 -1.11
H -0.633 4.101 -1.809 0.38
N -0.243 3.696 0.217 0.94
H 0.501 2.947 0.062 -0.25
C 0.468 4.972 0.368 -0.97
H 1.144 4.918 1.218 0.37
H -0.242 5.784 0.523 0.40
H 1.053 5.174 -0.526 0.35
C -0.978 3.341 1.451 -0.92
H -0.265 3.216 2.269 0.50
H -1.655 4.166 1.708 0.39
H -1.989 4.399 -0.699 0.38
H -2.557 2.389 -1.924 0.80
H -0.939 1.740 -1.783 0.05
H -3.129 -2.964 -2.770 0.28
H -3.836 -3.837 -1.390 0.26
H -4.660 -3.818 -2.953 0.45
```

F_max in eV/A: 1.17
Highest occupied orbital energy in eV: -11.5929
HOMO-LUMO gap in Ha: 0.33064
ΔE to the lowest compared entry with this formula, charge and spin in kJ/mol: 0.00
Net charge: +1

Entry 5:
The following is a DFT calculation (wB97M-V/def2-TZVPD) of C9H8N2O in the gas phase.

XYZ file:
```
20
Properties=species:S:1:pos:R:3:mulliken_charge:R:1
C -2.072 0.482 -0.029 0.59
C -0.877 1.202 0.311 -0.99
C 0.454 0.704 0.123 0.50
C 1.762 1.273 -0.058 -0.53
C 2.944 0.501 -0.202 -0.68
C 2.914 -0.857 -0.107 -0.70
C 1.674 -1.444 0.093 -0.51
C 0.572 -0.704 0.190 0.66
C -1.890 -0.983 0.027 0.41
H -4.034 0.428 0.131 0.24
H -3.351 2.019 -0.180 0.20
H -1.102 2.319 0.195 0.14
H 1.624 2.326 -0.236 0.35
H 3.861 1.063 -0.131 0.36
H 3.783 -1.365 -0.023 0.47
H 1.339 -2.421 0.241 0.46
H -0.648 -2.511 -0.174 0.29
N -3.265 1.035 -0.115 -0.40
N -0.743 -1.476 0.129 -0.12
O -2.944 -1.589 -0.184 -0.74
```

F_max in eV/A: 8.33
Highest occupied orbital energy in eV: -7.7603
HOMO-LUMO gap in Ha: 0.30132
ΔE to the lowest compared entry with this formula, charge and spin in kJ/mol: 170.58
Net charge: 0

Entry 6:
The following is a DFT calculation (wB97M-V/def2-TZVPD) of a molecular structure, C44H86BrNO14P.

XYZ file:
```
147
Properties=species:S:1:pos:R:3:mulliken_charge:R:1
C -0.789 -7.462 3.060 -0.45
C -0.148 -6.650 2.100 -0.26
C 0.476 -5.688 0.925 -0.04
C 1.666 -4.674 1.417 -0.64
C 1.192 -3.484 2.438 -0.46
C -0.048 -2.556 1.901 0.27
C -0.285 -2.342 0.289 -0.42
C -1.485 -1.184 0.413 -0.53
Br -3.232 -2.151 0.829 -0.04
N -1.181 -0.265 1.615 1.11
O -2.310 -0.414 2.335 -0.54
C -0.828 1.092 1.034 -0.36
O -1.814 2.152 1.296 -0.40
C -2.430 2.663 0.062 -0.56
C -3.479 1.522 -0.491 0.25
O -4.855 2.059 -0.750 -0.43
C -5.730 0.906 -0.356 0.04
C -7.237 0.997 -1.067 -0.33
O -7.937 -0.270 -0.779 -0.37
C -8.701 -0.202 0.477 -0.24
C -7.941 -0.984 1.735 -0.77
C -0.023 -0.937 2.319 -1.08
P 0.251 -0.689 4.192 0.95
O 1.818 -0.390 4.426 -0.72
O -0.109 -2.134 5.096 -0.36
O -0.622 0.642 4.899 -0.56
H -1.513 -8.197 3.657 0.34
H -0.424 -5.177 0.380 0.10
H 0.972 -6.424 0.127 0.38
H 2.290 -4.189 0.529 0.18
H 2.452 -5.336 2.021 0.39
H 2.146 -2.786 2.601 0.35
H 0.964 -3.932 3.520 0.18
H -0.973 -3.006 2.508 0.31
H 0.608 -2.001 -0.389 -0.07
H -0.833 -3.161 -0.341 0.45
H -1.764 -0.685 -0.608 0.39
H -2.414 0.299 3.032 0.47
H -0.591 1.085 -0.116 0.32
H 0.186 1.427 1.567 0.36
H -3.099 3.594 0.386 0.41
H -1.674 3.061 -0.740 0.26
H -3.624 0.746 0.402 0.00
H -2.998 1.026 -1.444 0.18
H -5.787 0.814 0.820 0.17
H -5.233 -0.065 -0.832 0.20
H -7.785 1.950 -0.665 0.31
H -7.161 1.083 -2.243 0.05
H -8.962 0.882 0.839 0.22
H -9.718 -0.766 0.299 0.32
H -8.734 -1.692 2.272 0.31
H -7.568 -0.233 2.568 0.23
H -7.071 -1.680 1.355 0.13
H 1.001 -0.585 1.852 0.36
H 0.706 -2.325 5.653 0.32
H -1.213 0.208 5.609 0.34
C 3.860 0.833 -2.359 -0.71
C 3.332 0.236 -3.638 -0.30
C 3.013 -1.182 -3.218 -0.08
O 2.654 -1.134 -1.830 -0.35
C 2.996 0.161 -1.316 -0.15
H 3.799 1.924 -2.325 0.39
H 4.909 0.544 -2.220 0.30
H 2.413 0.753 -3.937 0.28
H 4.038 0.286 -4.471 0.14
H 3.890 -1.832 -3.314 -0.17
H 2.193 -1.616 -3.796 0.33
H 2.064 0.714 -1.156 -0.01
H 3.506 0.052 -0.354 0.30
C 5.541 0.862 -8.795 -0.55
C 5.285 -0.577 -9.163 -0.53
C 5.012 -1.205 -7.814 -0.40
O 4.421 -0.189 -6.993 -0.31
C 4.569 1.075 -7.656 -0.47
H 5.389 1.561 -9.622 0.33
H 6.570 0.975 -8.435 0.27
H 4.391 -0.645 -9.795 0.26
H 6.115 -1.050 -9.694 0.33
H 5.940 -1.528 -7.331 0.25
H 4.337 -2.064 -7.880 0.23
H 3.582 1.375 -8.027 0.31
H 4.916 1.827 -6.942 0.26
C -1.305 -2.499 8.582 -0.43
C -0.752 -3.569 9.488 -0.54
C -1.861 -4.599 9.475 -0.49
O -2.501 -4.505 8.196 -0.44
C -2.041 -3.315 7.541 -0.02
H -0.540 -1.849 8.151 0.25
H -2.015 -1.873 9.137 0.29
H 0.158 -3.994 9.047 0.25
H -0.511 -3.213 10.493 0.34
H -2.612 -4.383 10.242 0.28
H -1.489 -5.616 9.628 0.27
H -1.372 -3.618 6.729 0.03
H -2.891 -2.778 7.112 0.22
C -9.589 0.919 -6.115 -0.53
C -9.541 0.933 -4.609 -0.40
C -9.174 2.371 -4.317 -0.28
O -9.722 3.165 -5.378 -0.43
C -10.155 2.287 -6.426 -0.49
H -10.189 0.105 -6.528 0.34
H -8.572 0.835 -6.518 0.27
H -10.536 0.712 -4.204 0.27
H -8.833 0.217 -4.185 0.27
H -8.088 2.513 -4.320 0.21
H -9.567 2.718 -3.357 0.25
H -11.251 2.274 -6.419 0.28
H -9.817 2.672 -7.392 0.28
C 0.774 5.204 3.016 -0.68
C 1.990 5.996 2.611 -0.41
C 2.640 5.082 1.595 -0.25
O 1.585 4.344 0.964 -0.41
C 0.378 4.545 1.712 0.36
H -0.025 5.814 3.445 0.37
H 1.056 4.440 3.750 0.29
H 1.681 6.930 2.129 0.26
H 2.651 6.244 3.446 0.21
H 3.309 4.362 2.079 0.21
H 3.208 5.632 0.839 0.23
H -0.277 5.195 1.122 0.16
H -0.127 3.586 1.863 -0.40
C 5.928 -4.442 -3.616 -0.58
C 5.400 -5.039 -4.895 -0.36
C 5.081 -6.457 -4.474 -0.49
O 4.721 -6.409 -3.086 -0.43
C 5.063 -5.114 -2.572 -0.11
H 5.866 -3.351 -3.582 0.28
H 6.976 -4.731 -3.476 0.33
H 4.480 -4.522 -5.193 0.17
H 6.106 -4.989 -5.727 0.34
H 5.957 -7.107 -4.570 0.28
H 4.260 -6.891 -5.052 0.27
H 4.131 -4.561 -2.413 0.02
H 5.573 -5.223 -1.611 0.29
C 6.462 8.095 3.341 -0.57
C 7.015 7.025 4.247 -0.55
C 5.907 5.995 4.235 -0.48
O 5.266 6.088 2.955 -0.29
C 5.726 7.279 2.301 -0.37
H 7.228 8.745 2.910 0.35
H 5.753 8.720 3.896 0.27
H 7.925 6.600 3.807 0.26
H 7.256 7.381 5.252 0.32
H 5.155 6.211 5.001 0.28
H 6.278 4.977 4.387 0.28
H 6.395 6.976 1.488 0.26
H 4.876 7.816 1.871 0.25
```

F_max in eV/A: 9.67
Highest occupied orbital energy in eV: -10.6921
HOMO-LUMO gap in Ha: 0.28616
ΔE to the lowest compared entry with this formula, charge and spin in kJ/mol: 748.16
Net charge: +1